C32H24Cl3IN3O3Ru as an isolated structure. Source: the Open Molecules 2025 dataset; level of theory: ωB97M-V with the def2-TZVPD basis set.

```
! RIJCOSX wB97M-V def2-TZVPD def2/J DEFGRID3
* xyz 0 2
Ru 0.4861 0.1063 -0.4002
Cl 0.2807 -3.8523 2.6911
C -0.3634 -2.2612 2.9250
C -1.0573 -1.9745 4.1108
C -1.6594 -0.7634 4.2914
Cl -2.5534 -0.4547 5.7497
C -1.5845 0.2364 3.2915
C -2.2079 1.5021 3.3554
C -2.1123 2.3575 2.2967
C -1.3807 1.9777 1.1595
N -0.7601 0.8199 1.0911
C -0.8543 -0.0644 2.1292
C -0.2383 -1.3368 1.9050
O 0.3080 -1.5899 0.7492
H -1.1273 -2.7356 4.8752
H -2.7690 1.7721 4.2393
H -2.5882 3.3274 2.3150
H -1.2851 2.6272 0.2989
Cl 7.1094 -1.2556 -1.5662
C 5.5996 -0.7217 -0.8923
C 5.5871 -0.0774 0.3114
C 4.3800 0.3616 0.8843
I 4.3914 1.3247 2.7223
C 3.1731 0.1730 0.2430
O 2.0219 0.5553 0.7396
C 3.2003 -0.5158 -1.0085
N 1.9780 -0.7391 -1.5819
C 1.9087 -1.4291 -2.6952
C 3.0544 -1.9059 -3.3525
C 4.2878 -1.6752 -2.8111
C 4.3933 -0.9753 -1.5897
H 6.5174 0.0952 0.8337
H 0.9158 -1.6231 -3.0805
H 2.9409 -2.4506 -4.2787
H 5.1848 -2.0356 -3.2955
C -0.6952 1.0198 -3.6034
C -0.0753 2.0603 -2.7339
C -0.0033 3.3928 -3.0381
C 0.5955 4.0422 -1.9345
C 0.8691 3.0825 -0.9952
C 1.6325 3.3231 0.2702
N 0.4305 1.8413 -1.4602
H -0.8866 1.4627 -4.5809
H -1.6478 0.6515 -3.2140
H -0.0599 0.1493 -3.7521
H -0.3446 3.8394 -3.9586
H 0.8469 5.0871 -1.8450
H 1.6136 4.3927 0.4859
H 2.6799 3.0242 0.1806
H 1.2445 2.7873 1.1310
C -1.6709 -3.2794 -1.4563
C -1.7276 -1.8386 -1.0530
O -0.9781 -1.0227 -1.5953
C -2.7391 -1.4119 -0.0669
C -3.2186 -0.1059 -0.1318
C -4.1586 0.3296 0.7858
C -4.6070 -0.5309 1.7798
C -4.1312 -1.8337 1.8490
C -3.2092 -2.2810 0.9175
H -0.9773 -3.4064 -2.2828
H -2.6617 -3.6533 -1.7157
H -1.3055 -3.8557 -0.6033
H -2.8333 0.5607 -0.8966
H -4.5352 1.3428 0.7341
H -5.3287 -0.1836 2.5078
H -4.4701 -2.4960 2.6341
H -2.8249 -3.2895 0.9860
*
```

Results
Electronic energy: -92438.9592 eV
<S²>: 0.76
Highest occupied orbital energy (alpha / beta): -7.03 / -7.01 eV

The natural (NBO) scheme yields these atomic charges, measured in e:
1. Ru 1.132
2. Cl 0.010
3. C -0.138
4. C -0.206
5. C -0.081
6. Cl -0.003
7. C -0.035
8. C -0.131
9. C -0.263
10. C 0.088
11. N -0.399
12. C 0.096
13. C 0.390
14. O -0.703
15. H 0.243
16. H 0.235
17. H 0.232
18. H 0.243
19. Cl 0.000
20. C -0.044
21. C -0.223
22. C -0.211
23. I 0.177
24. C 0.282
25. O -0.616
26. C 0.180
27. N -0.398
28. C 0.091
29. C -0.261
30. C -0.102
31. C -0.119
32. H 0.242
33. H 0.220
34. H 0.229
35. H 0.236
36. C -0.622
37. C 0.103
38. C -0.307
39. C -0.318
40. C 0.113
41. C -0.635
42. N -0.523
43. H 0.220
44. H 0.203
45. H 0.197
46. H 0.207
47. H 0.210
48. H 0.215
49. H 0.214
50. H 0.216
51. C -0.721
52. C 0.672
53. O -0.608
54. C -0.134
55. C -0.177
56. C -0.211
57. C -0.182
58. C -0.209
59. C -0.187
60. H 0.237
61. H 0.240
62. H 0.262
63. H 0.235
64. H 0.223
65. H 0.222
66. H 0.225
67. H 0.225



C4H2LiO2Tb as an isolated structure. Source: the Open Molecules 2025 dataset; level of theory: ωB97M-V with the def2-TZVPD basis set.

```
! RIJCOSX wB97M-V def2-TZVPD def2/J DEFGRID3
* xyz 1 8
O 0.2700 0.8218 -1.5074
C -0.6418 1.0149 -0.4976
C -0.2823 0.9883 0.7526
C 1.3700 -0.1812 0.9508
C 1.1062 -1.4230 1.0707
O 0.1287 -2.2001 1.0239
Tb -2.8663 -0.7921 -0.0557
H -0.1632 0.8038 -2.3675
H -0.9199 0.9638 1.6352
Li 1.9985 0.0038 -1.0050
*
```

Results
Electronic energy: -30899.0353 eV
<S²>: 16.39
Highest occupied orbital energy (alpha / beta): -12.43 / -9.47 eV

The natural (NBO) scheme yields these atomic charges, measured in e:
1. O -0.780
2. C -0.098
3. C -0.258
4. C -0.424
5. C 0.381
6. O -0.492
7. Tb 0.984
8. H 0.518
9. H 0.226
10. Li 0.943



C5H12NO5S2 as an isolated structure. Source: the Open Molecules 2025 dataset; level of theory: ωB97M-V with the def2-TZVPD basis set.

```
! RIJCOSX wB97M-V def2-TZVPD def2/J DEFGRID3
* xyz -1 3
C -2.0784 -0.7907 1.3209
C -0.7521 1.0286 -1.9279
C 1.2636 -0.5121 0.5841
C 0.7503 -0.0965 -0.5557
C 2.5448 -1.2657 0.3432
N -0.2244 0.9599 -0.5806
O 1.5492 2.3524 0.7158
O 4.6287 0.2480 1.1707
O -0.9140 2.8539 0.8710
O 4.7112 -0.5838 -1.0793
O 3.2864 1.2643 -0.5974
S 0.2037 2.6231 -0.0199
S 3.8990 0.0061 -0.0581
H -1.6007 0.0077 1.8714
H -2.0601 -1.7135 1.8077
H -1.7172 -0.7650 0.2995
H -1.5085 1.8905 -1.9178
H -0.0562 1.1395 -2.8177
H -1.5935 0.2182 -1.9982
H 0.9955 -0.2513 1.6283
H -3.1976 -0.4660 1.3165
H 1.2042 -0.4446 -1.4516
H 2.3502 1.7948 0.1177
H 2.5726 -1.8325 -0.6405
H 3.0352 -1.7004 1.2025
*
```

Results
Electronic energy: -38773.8827 eV
<S²>: 2.01
Highest occupied orbital energy (alpha / beta): -1.64 / -6.04 eV

The natural (NBO) scheme yields these atomic charges, measured in e:
1. C -0.846
2. C -0.456
3. C -0.182
4. C -0.151
5. C -0.685
6. N -0.590
7. O -0.970
8. O -0.998
9. O -0.969
10. O -1.006
11. O -0.991
12. S 1.637
13. S 2.365
14. H 0.229
15. H 0.197
16. H 0.223
17. H 0.203
18. H 0.204
19. H 0.206
20. H 0.220
21. H 0.189
22. H 0.181
23. H 0.515
24. H 0.225
25. H 0.247